The following is a quantum chemistry calculation of an isolated molecule of C6H12O, from the OMol25 dataset.

Calculated values
Electronic energy (eV): -8462.22676
Orbital gap (eV): 10.008
Structure (SMILES): CCO[C@H]1C[C@H]1C
Energy above the lowest of the compared OMol25 structures with the same formula, charge and spin (kcal per mole): 49.1
Strongest force on any atom (eV/Å): 1.00
Spin multiplicity: 1

```
19
Properties=species:S:1:pos:R:3:forces:R:3
C 2.643 0.207 -1.349 0.082 0.007 -0.151
C 1.458 0.234 -0.421 0.202 0.360 -0.073
O 0.626 -0.856 -0.727 -0.272 0.361 -0.254
C -0.367 -1.082 0.215 0.028 -0.081 0.763
C -0.487 -0.192 1.489 0.222 -0.417 -0.105
C -1.641 -0.368 0.556 -0.425 -0.148 -0.039
C -2.338 0.748 -0.158 -0.026 0.096 -0.080
H 3.306 -0.629 -1.110 -0.083 0.110 -0.046
H 3.200 1.143 -1.260 0.022 -0.126 -0.060
H 2.296 0.089 -2.378 0.112 0.079 0.031
H 0.874 1.156 -0.545 0.244 0.153 0.012
H 1.777 0.179 0.630 0.010 0.001 -0.263
H -0.557 -2.159 0.177 0.390 0.214 0.894
H -0.082 0.828 1.467 0.117 -0.657 -0.295
H -0.424 -0.605 2.491 -0.363 -0.148 -0.126
H -2.326 -1.127 0.919 -0.298 0.040 -0.145
H -2.903 0.325 -0.994 -0.010 0.202 0.021
H -1.661 1.509 -0.557 0.012 -0.107 0.090
H -3.040 1.230 0.530 0.037 0.060 -0.173
```
Positions in Å, forces in eV/Å.

***

The following is a quantum chemistry calculation of a structure of composition C28H38N11O2V, from the OMol25 dataset.

Calculated values
Electronic energy (eV): -75814.47903
Orbital gap (alpha / beta) (eV): 4.996 / 5.835
Charge: +2
⟨S²⟩: 2.0122
Energy above the lowest of the compared OMol25 structures with the same formula, charge and spin (kcal per mole): 0.8
Strongest force on any atom (eV/Å): 0.64
Spin multiplicity: 3

```
80
Properties=species:S:1:pos:R:3:forces:R:3
V -0.259 0.748 -0.262 0.158 -0.024 0.616
O 0.020 -1.801 6.034 -0.068 0.064 0.064
C -0.790 -1.907 5.119 0.334 -0.118 0.059
O -1.535 -2.814 4.708 -0.125 -0.009 -0.125
C -0.800 -0.718 4.128 -0.128 0.092 -0.002
C -1.864 -0.555 3.247 0.114 -0.021 0.018
C -1.684 0.227 2.134 -0.188 -0.043 0.145
N -0.494 0.828 1.836 -0.098 0.108 -0.292
C 0.445 0.853 2.815 0.182 -0.026 0.052
C 0.304 0.106 3.970 -0.010 -0.058 -0.033
C 1.633 1.738 2.681 0.068 0.030 0.073
C 2.854 1.373 3.244 -0.065 0.006 -0.023
C 3.892 2.293 3.251 -0.026 0.029 -0.014
C 3.673 3.550 2.711 0.004 -0.024 0.011
C 2.436 3.815 2.143 0.036 0.035 -0.002
N 1.439 2.931 2.101 -0.010 -0.028 0.029
C -2.762 0.393 1.141 -0.205 -0.028 0.059
C -4.104 0.207 1.451 0.084 0.075 -0.037
C -5.050 0.398 0.461 0.032 -0.003 -0.006
C -4.637 0.772 -0.813 0.046 0.009 -0.007
C -3.287 0.924 -1.049 -0.099 0.002 -0.032
N -2.367 0.732 -0.095 0.202 -0.016 -0.087
H -2.745 -1.158 3.431 -0.035 0.046 -0.095
H 1.052 0.086 4.753 0.004 0.051 -0.009
H 2.981 0.393 3.684 0.016 -0.004 0.000
H 4.847 2.038 3.690 0.002 -0.005 0.003
H 4.437 4.314 2.726 0.004 -0.004 0.005
H 2.233 4.787 1.705 -0.005 -0.005 0.003
H -4.397 -0.062 2.455 -0.005 0.007 0.007
H -6.101 0.267 0.681 -0.004 0.000 -0.003
H -5.348 0.946 -1.608 -0.004 0.000 0.001
H -2.914 1.213 -2.023 -0.019 -0.002 -0.001
N 1.922 0.927 -0.377 -0.086 0.031 0.000
C 2.460 1.781 -1.475 0.057 0.016 -0.026
C 2.053 3.238 -1.332 0.026 -0.002 -0.010
C 0.565 3.542 -1.399 -0.039 0.070 -0.015
N -0.213 2.877 -0.322 -0.065 -0.136 0.002
H 2.261 1.307 0.508 -0.031 -0.006 -0.019
H 2.362 0.013 -0.447 -0.012 -0.009 -0.008
H 2.110 1.366 -2.420 -0.013 0.022 0.001
H 3.549 1.721 -1.475 -0.008 -0.016 -0.010
H 2.536 3.794 -2.138 0.001 -0.005 -0.004
H 2.473 3.640 -0.408 -0.020 -0.025 -0.008
H 0.148 3.227 -2.356 0.030 0.008 -0.012
H 0.427 4.622 -1.325 -0.004 -0.007 -0.013
H -1.157 3.258 -0.313 -0.015 -0.035 -0.001
H 0.194 3.108 0.602 0.036 0.001 0.012
C 0.727 0.181 -5.532 0.031 0.009 -0.007
N -0.482 0.119 -4.692 0.020 -0.036 0.089
C -1.771 -0.175 -5.341 -0.034 -0.013 0.001
C -0.426 0.390 -3.436 -0.073 0.067 -0.076
N -0.379 0.635 -2.298 0.037 -0.013 -0.188
H 0.773 -0.724 -6.134 0.008 0.004 0.001
H 1.608 0.232 -4.897 0.011 0.018 -0.023
H 0.681 1.055 -6.179 0.008 -0.009 -0.007
H -1.675 -1.105 -5.898 -0.014 0.004 -0.001
H -2.033 0.636 -6.018 -0.001 -0.007 -0.003
H -2.542 -0.287 -4.583 -0.015 0.002 -0.020
C 0.748 -1.895 1.074 0.002 0.060 0.014
N -0.071 -1.469 -0.146 -0.019 -0.135 -0.010
C -1.383 -2.242 -0.032 -0.026 0.036 -0.012
N -1.184 -3.658 0.067 -0.057 -0.033 -0.033
C -0.384 -3.957 1.263 -0.013 0.007 0.036
N 0.930 -3.310 1.153 0.052 -0.028 0.030
C 1.616 -3.789 -0.041 -0.005 0.009 0.007
N 0.829 -3.488 -1.243 0.027 -0.009 -0.051
C 0.629 -2.071 -1.349 -0.008 0.020 -0.026
C -0.480 -4.142 -1.115 -0.001 -0.002 -0.002
H 0.218 -1.558 1.960 0.006 -0.018 -0.013
H 1.723 -1.401 1.020 -0.004 0.005 0.002
H -1.979 -2.002 -0.917 0.004 -0.003 0.006
H -1.898 -1.903 0.862 0.007 -0.004 -0.006
H -0.250 -5.034 1.347 0.004 0.007 -0.008
H -0.895 -3.599 2.160 0.009 -0.005 0.019
H 1.764 -4.865 0.029 -0.006 0.005 0.001
H 2.595 -3.309 -0.120 -0.005 0.001 -0.001
H 0.009 -1.870 -2.222 0.005 0.007 0.000
H 1.596 -1.577 -1.476 -0.002 0.001 0.005
H -0.335 -5.218 -1.037 0.002 0.006 0.005
H -1.076 -3.935 -2.007 0.004 0.003 0.004
```
Positions in Å, forces in eV/Å.

***

The following is a quantum chemistry calculation of a cluster of 2 separate species, C4H13NOS2 in total at a distorted geometry, from the OMol25 dataset.

Calculated values
Electronic energy (eV): -29564.82155
Orbital gap (eV): 9.174
Structure (SMILES): CCNCCSS.O
Energy above the lowest of the compared OMol25 structures with the same formula, charge and spin (kcal per mole): 59.1
Strongest force on any atom (eV/Å): 4.20
Spin multiplicity: 1

```
21
Properties=species:S:1:pos:R:3:forces:R:3
C 2.277 1.007 -1.345 0.132 0.834 1.260
C 1.663 0.183 -0.149 0.784 -2.554 -3.241
N 0.206 0.017 -0.049 -0.021 1.662 0.630
C -0.331 0.348 1.310 -1.494 -1.040 -2.106
C -1.370 -0.782 1.607 1.209 -0.102 2.333
S -3.180 -0.499 1.439 1.553 -0.467 -2.462
S -3.861 0.623 2.849 -1.436 0.496 3.910
H 1.529 1.508 -1.970 0.005 -0.052 0.224
H 2.818 0.291 -1.988 0.115 0.791 0.286
H 2.938 1.819 -0.875 -0.655 -1.160 -1.174
H 2.216 0.415 0.747 -0.530 0.186 0.535
H 2.011 -0.869 -0.477 -0.154 1.214 1.118
H -0.349 0.431 -0.827 0.881 -0.142 1.018
H 0.501 0.407 1.988 0.181 -0.517 0.449
H -0.832 1.304 1.394 -0.144 0.468 -0.256
H -1.211 -1.606 0.903 -0.031 0.233 0.051
H -1.050 -1.180 2.634 -1.181 0.309 -1.116
H -4.020 1.989 2.861 0.779 -0.181 -1.534
O -0.191 -2.143 -3.438 0.789 1.403 -0.646
H 0.184 -1.454 -4.056 -0.642 -1.185 0.962
H 0.053 -1.808 -2.559 -0.142 -0.194 -0.242
```
Positions in Å, forces in eV/Å.

***

The following is a quantum chemistry calculation of a cluster of 3 separate species, C8H14Br4N3O2 in total, from the OMol25 dataset.

Calculated values
Electronic energy (eV): -297249.31267
Orbital gap (eV): 7.594
Charge: +1
Energy above the lowest of the compared OMol25 structures with the same formula, charge and spin (kcal per mole): 0.0
Strongest force on any atom (eV/Å): 0.95
Spin multiplicity: 1

```
31
Properties=species:S:1:pos:R:3:forces:R:3
O -2.912 2.935 6.293 0.208 -0.015 -0.264
N -2.361 1.982 6.633 -0.601 0.243 0.431
O -2.998 0.749 6.147 0.821 -0.411 -0.254
C -3.202 0.723 4.744 -0.491 0.171 -0.005
C -1.957 1.045 3.971 -0.127 0.019 -0.224
C -1.827 1.395 2.668 -0.054 0.029 -0.159
N -0.481 1.541 2.424 0.343 0.085 0.023
C 0.200 1.302 3.531 0.008 -0.084 0.265
N -0.678 0.991 4.480 -0.262 -0.120 0.224
H -3.523 -0.292 4.500 0.001 0.034 0.199
H -4.003 1.398 4.429 0.085 0.028 0.017
H -2.571 1.535 1.901 0.072 0.033 0.041
H -0.038 1.788 1.534 -0.141 -0.062 -0.090
H 1.266 1.346 3.679 -0.021 0.052 -0.166
H -0.472 0.758 5.443 0.127 0.003 -0.044
Br 1.429 -1.557 -2.588 -0.006 0.001 -0.008
C 2.566 -0.823 -1.201 -0.089 -0.102 -0.155
C 1.752 -0.218 -0.088 0.097 0.031 0.052
Br 0.982 1.501 -0.623 -0.037 -0.021 0.069
H 3.225 -0.102 -1.673 0.033 0.017 0.050
H 3.152 -1.655 -0.819 -0.004 0.006 0.039
H 2.381 -0.007 0.774 0.035 0.033 -0.036
H 0.921 -0.854 0.200 -0.008 -0.011 -0.021
Br 3.201 -2.527 -7.685 -0.034 -0.028 -0.007
C 1.401 -1.801 -7.758 0.140 0.021 -0.004
C 0.749 -1.789 -6.401 -0.128 -0.067 -0.026
Br 0.181 -3.568 -5.852 0.062 0.070 0.075
H 0.850 -2.401 -8.475 -0.028 0.009 -0.002
H 1.506 -0.787 -8.134 -0.015 0.013 0.017
H -0.156 -1.186 -6.421 -0.001 0.004 -0.031
H 1.419 -1.421 -5.631 0.018 0.020 -0.006
```
Positions in Å, forces in eV/Å.

***

The following is a quantum chemistry calculation of a structure of composition C35H30BrI2N4O3PSSr at a distorted geometry, from the OMol25 dataset.

Calculated values
Electronic energy (eV): -156091.29022
Orbital gap (eV): 7.518
Energy above the lowest of the compared OMol25 structures with the same formula, charge and spin (kcal per mole): 27.6
Strongest force on any atom (eV/Å): 2.89
Spin multiplicity: 1

```
78
Properties=species:S:1:pos:R:3:forces:R:3
Sr 0.296 -0.074 1.081 -0.853 -0.498 -0.852
I -0.900 5.889 6.165 -0.073 -0.247 0.387
C -0.850 4.542 4.577 0.034 -0.093 0.085
C -0.536 5.092 3.356 0.490 1.134 0.824
C -0.492 4.237 2.309 0.049 0.293 -2.811
I -0.232 5.050 0.326 0.175 -0.184 0.685
C -0.816 2.854 2.289 -0.264 0.150 -0.254
O -0.801 2.123 1.230 0.251 -0.166 0.128
C -1.242 2.367 3.532 0.821 -0.191 0.995
C -1.643 0.921 3.726 -0.126 1.219 -0.077
N -0.534 -0.024 3.544 0.189 0.518 0.714
C 0.547 0.226 4.502 0.192 0.092 0.930
C 1.552 1.243 3.982 -0.763 -1.411 0.059
C 1.985 2.302 4.727 -1.448 0.391 1.331
C 2.685 3.295 4.099 0.321 0.837 1.542
C 3.118 3.145 2.825 0.343 -0.522 -1.964
C 2.705 2.001 2.160 -0.688 0.041 -0.112
N 1.886 1.082 2.720 1.380 0.786 -1.244
C -1.174 3.204 4.640 -1.657 0.021 1.924
H -0.327 6.178 3.390 -0.056 -0.830 -0.903
H -2.392 0.714 2.943 -0.133 -0.298 0.748
H -1.959 0.925 4.791 -0.581 -0.624 -0.719
H -0.885 -0.944 3.751 -0.258 -0.420 -0.139
H 0.974 -0.764 4.688 0.521 0.278 -0.041
H 0.223 0.603 5.509 -0.231 -0.333 -0.750
H 1.482 2.446 5.709 0.864 0.020 -0.645
H 2.859 4.205 4.637 0.215 0.415 0.202
H 3.676 3.886 2.248 -0.183 -0.100 0.481
H 2.906 1.904 1.089 0.058 -0.169 0.476
H -1.628 2.910 5.626 0.750 -0.292 -1.008
O -1.181 -4.251 0.817 -0.669 1.286 -0.785
C -1.562 -3.188 0.277 0.870 -0.842 0.344
O -1.225 -2.004 0.628 0.465 0.266 0.480
C -2.409 -3.167 -0.998 -2.364 -0.121 0.542
P -1.971 -1.709 -2.038 -0.564 -0.615 -0.528
C -3.111 -2.028 -3.509 -0.489 1.379 -0.175
C -3.157 -3.061 -4.457 -0.175 1.079 1.450
C -4.049 -3.036 -5.506 0.822 -1.232 -1.097
C -4.925 -2.007 -5.745 0.536 0.865 0.679
C -4.893 -0.960 -4.836 -0.225 -0.308 0.472
C -4.027 -0.973 -3.729 -0.394 -0.592 -1.159
C -0.308 -2.182 -2.663 0.734 -0.166 -0.699
C 0.460 -3.259 -2.212 -0.161 -1.049 0.799
C 1.764 -3.543 -2.591 0.269 1.413 -0.748
C 2.379 -2.685 -3.506 0.270 0.033 -0.458
C 1.645 -1.642 -4.069 -1.333 -0.783 0.915
C 0.328 -1.403 -3.637 0.361 1.158 -0.421
H -3.519 -3.041 -0.726 1.425 0.604 0.114
H -2.592 -4.123 -1.478 1.079 -0.362 -0.402
H -2.518 -3.881 -4.278 0.718 -0.937 -0.271
H -3.913 -3.830 -6.236 -0.410 -0.065 0.051
H -5.529 -1.938 -6.627 -0.283 -0.236 -0.210
H -5.608 -0.157 -4.958 0.152 0.222 0.072
H -4.136 -0.114 -3.107 0.447 0.335 0.757
H 0.087 -3.985 -1.503 -0.602 0.165 0.191
H 2.313 -4.376 -2.175 -0.132 -0.061 0.084
H 3.417 -2.822 -3.817 -0.283 -0.138 0.090
H 1.952 -1.040 -4.890 0.808 0.366 -0.298
H -0.110 -0.480 -4.086 -0.200 -0.940 0.494
S 4.392 -3.001 2.212 0.675 0.788 0.161
C 3.190 -3.860 1.437 -0.531 -1.043 -0.143
C 2.063 -3.114 1.284 2.529 0.551 1.276
N 2.183 -1.831 1.779 0.049 0.107 -0.418
C 3.384 -1.614 2.250 -0.275 -1.974 -0.297
H 3.316 -4.922 1.246 -0.112 0.311 -0.157
H 1.198 -3.547 0.941 -2.379 -0.362 -0.857
H 3.784 -0.756 2.699 -0.024 1.348 0.391
Br 3.433 0.411 -0.994 0.514 -0.777 0.323
C 2.022 1.280 -1.830 -1.290 0.339 0.020
C 2.298 2.009 -2.967 1.015 -0.566 1.140
C 1.264 2.636 -3.576 -1.270 -0.350 -0.926
C -0.032 2.427 -3.146 0.404 0.718 1.454
C -0.152 1.912 -1.849 -0.084 -0.737 -1.836
N 0.822 1.235 -1.244 0.968 0.416 0.006
H 3.328 2.050 -3.252 0.274 0.308 -0.483
H 1.404 3.227 -4.435 0.394 0.546 -1.034
H -0.882 2.839 -3.677 0.051 0.041 0.201
H -1.099 1.965 -1.393 -0.923 -0.204 0.906
```
Positions in Å, forces in eV/Å.

***

Question: Which value of strongest force on any atom does entry 1 give?
Answer: 1.00 eV/Å

***

Question: The highest energy above the lowest of the compared OMol25 structures with the same formula, charge and spin belongs to which entry?
Answer: C4H13NOS2

***

Please write out number 4 again, unchanged.
The following is a quantum chemistry calculation of a cluster of 3 separate species, C8H14Br4N3O2 in total, from the OMol25 dataset.

Calculated values
Electronic energy (eV): -297249.31267
Orbital gap (eV): 7.594
Charge: +1
Energy above the lowest of the compared OMol25 structures with the same formula, charge and spin (kcal per mole): 0.0
Strongest force on any atom (eV/Å): 0.95
Spin multiplicity: 1

```
31
Properties=species:S:1:pos:R:3:forces:R:3
O -2.912 2.935 6.293 0.208 -0.015 -0.264
N -2.361 1.982 6.633 -0.601 0.243 0.431
O -2.998 0.749 6.147 0.821 -0.411 -0.254
C -3.202 0.723 4.744 -0.491 0.171 -0.005
C -1.957 1.045 3.971 -0.127 0.019 -0.224
C -1.827 1.395 2.668 -0.054 0.029 -0.159
N -0.481 1.541 2.424 0.343 0.085 0.023
C 0.200 1.302 3.531 0.008 -0.084 0.265
N -0.678 0.991 4.480 -0.262 -0.120 0.224
H -3.523 -0.292 4.500 0.001 0.034 0.199
H -4.003 1.398 4.429 0.085 0.028 0.017
H -2.571 1.535 1.901 0.072 0.033 0.041
H -0.038 1.788 1.534 -0.141 -0.062 -0.090
H 1.266 1.346 3.679 -0.021 0.052 -0.166
H -0.472 0.758 5.443 0.127 0.003 -0.044
Br 1.429 -1.557 -2.588 -0.006 0.001 -0.008
C 2.566 -0.823 -1.201 -0.089 -0.102 -0.155
C 1.752 -0.218 -0.088 0.097 0.031 0.052
Br 0.982 1.501 -0.623 -0.037 -0.021 0.069
H 3.225 -0.102 -1.673 0.033 0.017 0.050
H 3.152 -1.655 -0.819 -0.004 0.006 0.039
H 2.381 -0.007 0.774 0.035 0.033 -0.036
H 0.921 -0.854 0.200 -0.008 -0.011 -0.021
Br 3.201 -2.527 -7.685 -0.034 -0.028 -0.007
C 1.401 -1.801 -7.758 0.140 0.021 -0.004
C 0.749 -1.789 -6.401 -0.128 -0.067 -0.026
Br 0.181 -3.568 -5.852 0.062 0.070 0.075
H 0.850 -2.401 -8.475 -0.028 0.009 -0.002
H 1.506 -0.787 -8.134 -0.015 0.013 0.017
H -0.156 -1.186 -6.421 -0.001 0.004 -0.031
H 1.419 -1.421 -5.631 0.018 0.020 -0.006
```
Positions in Å, forces in eV/Å.

***

Question: Look up the strongest force on any atom of the second one.
Answer: 0.64 eV/Å